1.
The following is a DFT calculation (ωB97M-V with the def2-TZVPD basis set) of one molecule with the formula C5H8O.

Last column: Löwdin charge in e.
Cartesian coordinates (Å):
C: 0.4608 -1.6789 0.1073  -0.10
C: 0.2839 -0.6887 -1.0467  -0.22
C: -0.5387 0.5145 -0.6796  -0.36
C: -1.6185 1.1767 -0.9131  0.22
C: -0.0623 1.5308 0.4460  -0.27
O: -0.4405 1.1440 1.7371  -0.05
H: -0.5047 -2.0937 0.4107  0.08
H: 1.1121 -2.5076 -0.1930  0.07
H: 0.9015 -1.1927 0.9822  0.07
H: 1.2686 -0.3424 -1.3914  0.11
H: -0.1772 -1.1920 -1.9040  0.11
H: -0.3195 2.5778 0.2430  0.11
H: 1.0274 1.4550 0.3861  0.13
H: -1.3930 1.2971 1.8152  0.10

Values from the calculation:
E = -270.408183 Eh
net charge = 0
lowest unoccupied orbital energy = 0.0183 hartree
E_HOMO = -10.047 eV
orbital gap = 0.387 Eh



2.
The following is a DFT calculation (ωB97M-V with the def2-TZVPD basis set) of C5H8O as an isolated structure.

Last column: Löwdin charge in e.
Cartesian coordinates (Å):
C: 1.4242 -0.4036 -0.7298  -0.03
C: 0.1734 -0.0526 0.0272  -0.38
C: -0.8295 -1.0437 0.5743  -0.03
C: -1.2811 0.0290 -0.3549  -0.24
O: -1.4899 1.2504 0.3451  -0.07
C: -0.0818 1.3116 0.6522  -0.12
H: 1.4918 -1.4772 -0.9283  0.08
H: 2.3094 -0.1281 -0.1446  0.08
H: 1.4849 0.1284 -1.6855  0.08
H: -0.7588 -2.0310 0.1214  0.11
H: -1.1503 -1.0349 1.6140  0.11
H: -1.8042 -0.1153 -1.2955  0.15
H: 0.1173 1.4467 1.7227  0.12
H: 0.3947 2.1203 0.0817  0.13

Values from the calculation:
E = -270.472411 Eh
net charge = 0
lowest unoccupied orbital energy = 0.0389 hartree
E_HOMO = -9.189 eV
orbital gap = 0.377 Eh



3.
The following is a DFT calculation (ωB97M-V with the def2-TZVPD basis set) of a 2-piece molecular cluster, C5H8O overall.

Last column: Löwdin charge in e.
Cartesian coordinates (Å):
O: -1.2730 2.6898 0.2976  0.05
C: -1.3009 1.6686 -0.3548  -0.23
C: -0.2372 0.6588 -0.3335  -0.23
C: -0.0883 -0.5179 -0.9596  -0.05
C: 1.2379 -0.8177 -0.2993  -0.16
C: 1.0634 0.5525 0.4306  -0.12
H: -2.1605 1.4314 -1.0175  0.12
H: -0.6967 -1.0679 -1.6735  0.11
H: 2.0950 -0.8805 -0.9783  0.11
H: 1.2440 -1.6919 0.3613  0.10
H: 1.8165 1.3084 0.1888  0.11
H: 0.9596 0.4856 1.5181  0.11
H: -1.3670 -1.7698 1.7521  0.04
H: -1.2930 -2.0492 1.0681  0.03

Values from the calculation:
E = -270.455460 Eh
net charge = 0
SMILES = O=CC1=CCC1.[H][H]
lowest unoccupied orbital energy = 0.0109 hartree
E_HOMO = -9.875 eV
orbital gap = 0.374 Eh



4.
The following is a DFT calculation (ωB97M-V with the def2-TZVPD basis set) of one molecule with the formula C5H8O.

Last column: Löwdin charge in e.
Cartesian coordinates (Å):
C: 0.4737 -0.9951 1.5211  -0.01
C: -0.5443 -1.2587 0.7069  -0.18
C: -1.2895 -0.1647 -0.0531  -0.21
C: -0.2774 0.3798 -1.0254  -0.13
C: 0.4403 1.4691 -0.7647  -0.23
O: 1.6595 1.7462 -1.3112  -0.01
H: 0.7729 0.0318 1.7389  0.06
H: 1.0767 -1.7777 1.9762  0.05
H: -0.7877 -2.2910 0.4537  0.10
H: -1.6209 0.6237 0.6367  0.11
H: -2.1832 -0.5711 -0.5407  0.10
H: 0.0753 -0.3139 -1.7919  0.12
H: 0.1289 2.2262 -0.0458  0.12
H: 2.0759 0.8955 -1.5006  0.10

Values from the calculation:
E = -270.490638 Eh
net charge = 0
SMILES = C=CC/C=C/O
lowest unoccupied orbital energy = 0.0383 hartree
E_HOMO = -8.632 eV
orbital gap = 0.355 Eh



5.
The following is a DFT calculation (ωB97M-V with the def2-TZVPD basis set) of one molecule with the formula C5H8O.

Last column: Löwdin charge in e.
Cartesian coordinates (Å):
C: 1.3441 0.3795 0.5493  -0.03
C: -0.0924 0.2093 0.0978  -0.46
C: -0.3758 -1.0709 -0.7162  -0.07
C: -0.9448 -0.8632 0.6624  -0.08
C: -1.0036 1.3417 -0.9009  -0.06
O: -0.5486 1.8231 0.2280  -0.06
H: 1.8135 -0.6046 0.6605  0.09
H: 1.9122 0.9475 -0.1935  0.09
H: 1.3990 0.9055 1.5058  0.09
H: -1.0465 -1.0274 -1.5624  0.10
H: 0.4850 -1.7298 -0.8265  0.11
H: -0.5266 -1.4284 1.4922  0.11
H: -2.0077 -0.6616 0.7246  0.12
H: -0.3920 1.7673 -1.7517  0.06

Values from the calculation:
E = -270.327432 Eh
net charge = 0
lowest unoccupied orbital energy = 0.0199 hartree
E_HOMO = -7.559 eV
orbital gap = 0.298 Eh



6.
The following is a DFT calculation (ωB97M-V with the def2-TZVPD basis set) of one molecule with the formula C5H8O.

Last column: Löwdin charge in e.
Cartesian coordinates (Å):
O: -0.6472 2.2289 -0.9400  0.09
C: -0.3140 1.2735 -0.2795  -0.42
C: -1.2494 0.2152 0.2829  -0.12
C: -0.5705 -1.0563 -0.2342  -0.20
C: 0.9215 -0.7891 0.0455  -0.17
C: 1.1118 0.7919 -0.0137  -0.09
H: -1.1822 0.2501 1.3800  0.13
H: -2.2776 0.3904 -0.0311  0.12
H: -0.8368 -1.9916 0.2674  0.11
H: -0.7899 -1.1809 -1.3035  0.12
H: 1.5352 -1.4659 -0.5643  0.11
H: 1.0859 -1.0883 1.0876  0.10
H: 1.4109 1.1052 0.9945  0.11
H: 1.8023 1.3168 -0.6918  0.12

Values from the calculation:
E = -270.545021 Eh
net charge = 0
SMILES = O=C1CCCC1
lowest unoccupied orbital energy = 0.0333 hartree
E_HOMO = -9.438 eV
orbital gap = 0.380 Eh



7.
The following is a DFT calculation (ωB97M-V with the def2-TZVPD basis set) of one molecule with the formula C5H8O.

Last column: Löwdin charge in e.
Cartesian coordinates (Å):
O: -1.2624 0.0499 -2.2780  -0.02
C: -1.3900 -0.5934 -1.1588  -0.22
C: -0.6940 -0.1356 -0.0129  -0.31
C: 0.1101 1.1830 0.0776  -0.13
C: 1.1747 0.4070 0.8844  -0.18
C: 0.6527 -0.9101 0.2845  -0.11
H: -1.9409 -1.5430 -1.0392  0.13
H: -1.6968 -0.1401 0.5509  0.18
H: 0.5003 1.5697 -0.8762  0.12
H: -0.4386 1.9790 0.5816  0.11
H: 2.2200 0.6584 0.7114  0.10
H: 0.9668 0.4352 1.9565  0.11
H: 1.2415 -1.1885 -0.6225  0.13
H: 0.5638 -1.7886 0.9128  0.10

Values from the calculation:
E = -270.473273 Eh
net charge = 0
SMILES = O=CC1CCC1
lowest unoccupied orbital energy = 0.0347 hartree
E_HOMO = -9.635 eV
orbital gap = 0.389 Eh



8.
The following is a DFT calculation (ωB97M-V with the def2-TZVPD basis set) of one molecule with the formula C5H8O.

Last column: Löwdin charge in e.
Cartesian coordinates (Å):
C: -1.5824 -0.3440 0.1480  -0.11
C: -1.3480 1.0287 -0.4019  -0.12
C: -0.3257 0.4092 0.5124  -0.24
C: 0.9670 -0.0404 -0.1172  -0.27
C: 2.0545 -0.7075 0.6064  -0.12
O: 1.1222 -1.4547 -0.1493  -0.05
H: -1.4941 -1.1961 -0.5211  0.11
H: -2.3350 -0.4660 0.9229  0.10
H: -1.9529 1.8593 -0.0531  0.10
H: -1.0658 1.0922 -1.4513  0.10
H: -0.2719 0.7642 1.5398  0.14
H: 1.2508 0.4724 -1.0425  0.14
H: 3.0540 -0.7326 0.1728  0.11
H: 2.0136 -0.7924 1.6934  0.11

Values from the calculation:
E = -270.472732 Eh
net charge = 0
SMILES = C1CC1[C@H]1CO1
lowest unoccupied orbital energy = 0.0463 hartree
E_HOMO = -10.098 eV
orbital gap = 0.417 Eh